A cluster of 8 separate species, C44H111N8O14 in total at a distorted geometry, computed with ωB97M-V/def2-TZVPD.

Results
Frontier orbital gap (alpha / beta) ... 3.54 / 7.11 eV
Expectation value of S² ... 0.757
E_tot ... -87962.614 eV
LUMO (alpha / beta) ... -7.5 / -7.5 eV
Maximum force ... 0.077 Eh/bohr
HOMO level (alpha / beta) ... -11.05 / -14.61 eV

```
! RIJCOSX wB97M-V def2-TZVPD def2/J DEFGRID3
* xyz 4 2
O -1.0931 1.7547 -0.7432
C -0.7326 0.4114 -0.5009
C -0.6622 -0.1529 1.0158
O 0.4729 -0.0126 1.8933
H 0.1168 0.0416 -1.0751
H -1.4545 -0.1520 -1.0922
H -0.9315 -1.2089 1.0010
H -1.5426 0.1083 1.6031
C 4.4558 -1.7210 -4.4509
C 3.6755 -2.8732 -3.7448
N 3.3962 -2.6974 -2.3351
C 2.4740 -1.7564 -1.8122
C 2.4070 -1.9635 -0.4249
N 3.2399 -2.9527 -0.0572
C 3.7687 -3.4886 -1.2899
C 3.5098 -3.4741 1.2170
H 5.4751 -1.5399 -4.1099
H 3.9309 -0.7658 -4.4617
H 4.7522 -1.9954 -5.4633
H 4.1850 -3.8305 -3.8550
H 2.7481 -3.1483 -4.2471
H 2.1005 -0.9678 -2.4487
H 1.8816 -1.4843 0.3880
H 4.4479 -4.3070 -1.4777
H 3.3532 -4.5481 1.3176
H 2.9641 -3.0029 2.0345
H 4.5451 -3.2694 1.4895
C 4.3737 0.9514 4.0802
O 4.0119 1.7417 2.9262
C 3.8040 0.9790 1.7643
C 3.1985 1.9102 0.6693
N 1.7973 2.4592 1.1075
H 1.2823 1.6163 1.3182
H 1.9251 2.9659 1.9718
C 1.1230 3.4154 0.0998
C 1.9570 4.6359 -0.0400
O 2.0217 5.2753 1.3180
C 2.6640 6.5232 1.2165
H 4.4307 1.6575 4.9087
H 5.3440 0.4558 4.1116
H 3.5148 0.3014 4.2472
H 3.1189 0.1351 1.8453
H 4.7391 0.5180 1.4463
H 2.9201 1.2352 -0.1399
H 3.8764 2.6722 0.2847
H 0.1073 3.6211 0.4377
H 1.1198 2.8705 -0.8441
H 1.2694 5.1814 -0.6864
H 2.8605 4.3813 -0.5941
H 2.7245 6.6823 2.2931
H 2.0643 7.2598 0.6818
H 3.7174 6.4416 0.9487
C -2.2221 3.6113 2.9669
O -1.6495 4.5360 2.0452
C -2.0054 5.8402 2.3247
C -1.3800 6.5129 3.5412
N 0.1862 6.5682 3.4645
H 0.4920 6.0779 2.6361
H 0.4053 7.5046 3.1559
C 1.0501 6.3638 4.7132
C 1.0209 4.9570 5.2981
O 1.4261 4.0863 4.3158
C 1.2854 2.6838 4.5655
H -3.1165 3.9168 3.5100
H -1.5426 3.3334 3.7726
H -2.5041 2.7374 2.3797
H -3.0923 5.9150 2.2889
H -1.6767 6.3863 1.4405
H -1.7260 6.0381 4.4593
H -1.6024 7.5767 3.6243
H 0.5634 7.0930 5.3608
H 2.0478 6.6848 4.4135
H -0.0172 4.6928 5.4997
H 1.5950 4.7246 6.1951
H 0.2653 2.3164 4.6772
H 2.0950 2.3293 5.2035
H 1.6390 2.1087 3.7098
C -0.8834 -5.6723 2.5682
O -0.2915 -4.4739 3.0716
C -0.2605 -4.5141 4.4982
C 0.3660 -3.3413 4.9563
N -0.4197 -2.0736 4.5191
H -0.5920 -2.0947 3.5241
H -1.2825 -1.8795 5.0071
C 0.2079 -0.7377 4.9430
C 0.4439 -0.6400 6.4904
O 1.4669 -1.5823 6.9729
C 2.7773 -1.0203 6.7269
H -0.5361 -6.5965 3.0301
H -0.8585 -5.5974 1.4810
H -1.9501 -5.7898 2.7590
H 0.3297 -5.3973 4.7426
H -1.2524 -4.6629 4.9249
H 1.4431 -3.2558 4.8130
H 0.3509 -3.4728 6.0383
H -0.6068 -0.1366 4.5391
H 1.0983 -0.6299 4.3236
H -0.4273 -0.9121 7.0863
H 0.7356 0.3914 6.6884
H 3.0711 -1.2949 5.7138
H 3.3211 -1.5740 7.4923
H 2.8811 0.0639 6.7686
C 0.0328 -2.0321 -4.7573
O -0.4475 -0.7299 -5.1228
C 0.2452 0.2442 -4.3639
C -0.7270 1.4203 -4.2689
N -2.0500 1.1384 -3.6103
H -1.8819 1.2227 -2.6180
H -2.6438 1.9551 -3.5883
C -2.9920 -0.1512 -3.8675
C -3.3286 -0.2851 -5.3288
O -4.6591 -1.0016 -5.4388
C -5.3883 -0.6885 -6.6302
H -0.4863 -2.8238 -5.2975
H 0.0359 -2.1151 -3.6705
H 1.0627 -2.2182 -5.0621
H 1.1392 0.4812 -4.9406
H 0.4833 -0.0577 -3.3440
H -1.0009 1.7962 -5.2546
H -0.3376 2.2836 -3.7292
H -3.7331 -0.1501 -3.0682
H -2.4126 -1.0417 -3.6237
H -2.5532 -0.7438 -5.9424
H -3.5453 0.7225 -5.6835
H -6.2425 -1.3601 -6.7160
H -4.8580 -0.7962 -7.5764
H -5.7414 0.3409 -6.5692
C 3.9324 -10.0154 -3.9686
O 2.5787 -9.6328 -4.1275
C 2.1595 -9.2017 -5.4373
C 0.8529 -8.4350 -5.1939
N 1.0474 -7.3756 -4.0654
H 0.9096 -7.7114 -3.1229
H 1.9610 -6.9601 -4.1787
C 0.1109 -6.2000 -4.0697
C 0.3995 -5.1577 -2.9554
O -0.7677 -4.3884 -2.8233
C -0.7866 -3.5385 -1.7310
H 4.5721 -9.1530 -4.1559
H 4.2035 -10.8837 -4.5692
H 4.0248 -10.4875 -2.9905
H 2.0263 -10.1316 -5.9901
H 2.8520 -8.5646 -5.9875
H 0.1768 -9.1937 -4.7998
H 0.5745 -7.8432 -6.0659
H -0.8732 -6.6608 -3.9838
H 0.3140 -5.6731 -5.0020
H 1.1896 -4.4834 -3.2856
H 0.6352 -5.6179 -1.9959
H 0.2190 -3.1330 -1.6191
H -1.0681 -4.1237 -0.8556
H -1.5326 -2.7708 -1.9367
C -7.1444 3.4013 1.4060
O -6.8416 2.8630 0.0547
C -6.1789 1.6002 0.0320
C -4.5520 1.7908 0.0269
N -4.0735 2.8869 -0.9196
H -3.0867 2.6938 -1.0148
H -4.4576 2.7768 -1.8472
C -4.1196 4.3660 -0.5552
C -2.8654 5.0101 -1.2322
O -2.9071 6.3662 -0.8049
C -1.9236 7.2649 -1.3705
H -7.9044 2.7301 1.8061
H -7.5267 4.4167 1.5111
H -6.2938 3.3369 2.0845
H -6.3461 0.9592 -0.8336
H -6.3845 0.9896 0.9112
H -4.0374 0.8695 -0.2462
H -4.2354 2.0959 1.0242
H -4.0631 4.4510 0.5300
H -5.0665 4.6636 -1.0055
H -2.8067 4.9669 -2.3197
H -2.1125 4.4986 -0.6324
H -1.4298 7.6867 -0.4951
H -2.2509 7.9455 -2.1565
H -1.1917 6.7049 -1.9526
*
```

---

A cluster of 8 separate species, C44H112F6N8O18S2 in total at a distorted geometry, computed with ωB97M-V/def2-TZVPD.

Results
Frontier orbital gap ... 8.32 eV
E_tot ... -134123.716 eV
LUMO ... -10.8 eV
Maximum force ... 0.088 Eh/bohr
HOMO level ... -19.07 eV
ΔE to the lowest compared entry with this formula, charge and spin ... 203.3 kcal per mole

```
! RIJCOSX wB97M-V def2-TZVPD def2/J DEFGRID3
* xyz 6 1
C -0.5227 -7.5207 2.9758
O -0.9116 -7.0395 1.6648
C 0.0759 -7.1461 0.6347
C -0.3116 -6.2360 -0.5831
N -0.8569 -4.8704 -0.1602
H -1.4940 -5.1059 0.5873
H -0.0769 -4.3786 0.2517
C -1.4062 -3.9109 -1.2568
C -2.8100 -4.3197 -1.6442
O -3.5955 -4.6830 -0.5314
C -4.9964 -4.8154 -0.7136
H -0.3121 -8.5895 3.0139
H -1.4290 -7.4069 3.5705
H 0.2677 -6.8510 3.3148
H 0.2065 -8.1534 0.2391
H 1.0122 -6.8011 1.0734
H -1.1492 -6.6656 -1.1326
H 0.4791 -6.1257 -1.3253
H -0.7741 -3.9564 -2.1436
H -1.2415 -2.9524 -0.7646
H -2.8439 -5.2717 -2.1738
H -3.3093 -3.5625 -2.2487
H -5.4701 -3.8380 -0.6215
H -5.3204 -5.4629 0.1012
H -5.2021 -5.4142 -1.6009
C 0.3524 1.7374 4.2949
O -0.6207 2.6783 3.6403
C -0.8506 2.4269 2.2637
C -1.6242 3.6990 1.7660
N -0.6563 4.9369 1.8038
H -0.1221 4.8682 2.6581
H 0.0629 4.8461 1.1005
C -1.3583 6.2796 1.5936
C -1.9504 6.9797 2.8554
O -2.8771 6.0510 3.3666
C -3.3622 6.3781 4.6658
H 1.1049 1.3211 3.6251
H -0.2574 0.8851 4.5945
H 0.8185 2.2267 5.1501
H -1.4354 1.5209 2.1048
H 0.0966 2.3417 1.7311
H -2.4843 3.7942 2.4288
H -2.1318 3.6003 0.8065
H -2.1937 6.1427 0.9068
H -0.5668 6.9001 1.1734
H -2.3020 7.8812 2.3536
H -1.0840 7.0725 3.5101
H -2.5792 6.0748 5.3608
H -4.2615 5.8553 4.9915
H -3.5184 7.4504 4.7833
C 5.3226 -0.5389 0.3774
O 5.8333 -0.5629 -1.0031
C 6.4041 -1.7714 -1.5819
C 6.5367 -1.7094 -3.1865
N 7.3616 -0.5378 -3.5690
H 7.1007 0.2968 -3.0636
H 8.2906 -0.6911 -3.2033
C 7.5854 -0.4465 -5.1007
C 6.3951 0.0125 -5.9410
O 6.1653 1.4668 -5.6543
C 5.7574 2.3015 -6.7294
H 6.0896 -0.7898 1.1101
H 4.5015 -1.2289 0.5719
H 4.9688 0.4104 0.7797
H 5.7442 -2.5915 -1.2989
H 7.3143 -2.0587 -1.0556
H 5.6553 -1.6540 -3.8253
H 7.1752 -2.4969 -3.5869
H 7.8458 -1.4540 -5.4250
H 8.5100 0.1040 -5.2742
H 5.5070 -0.5496 -5.6518
H 6.5643 -0.1336 -7.0078
H 4.7535 1.9425 -6.9561
H 6.2802 2.1998 -7.6805
H 5.5785 3.2976 -6.3247
C -1.2214 -4.0196 8.9686
O -2.0935 -4.1209 7.8915
C -1.5510 -3.9398 6.5683
C -2.5940 -3.5682 5.5977
N -3.8516 -4.3902 5.9333
H -3.6084 -5.3497 6.1341
H -4.3894 -4.0349 6.7109
C -4.8161 -4.4574 4.7413
C -4.3664 -5.5111 3.6949
O -4.4415 -6.8603 4.2690
C -4.3505 -7.8954 3.2914
H -0.6106 -4.9142 9.0903
H -1.8400 -4.0004 9.8659
H -0.5071 -3.1971 8.9330
H -1.0985 -4.9138 6.3823
H -0.7297 -3.2230 6.5694
H -2.2530 -3.5570 4.5624
H -3.0111 -2.5833 5.8075
H -4.6907 -3.4969 4.2414
H -5.8433 -4.5906 5.0809
H -3.3462 -5.3098 3.3681
H -4.9906 -5.4211 2.8058
H -4.8088 -8.8486 3.5552
H -3.2991 -7.9915 3.0206
H -4.7507 -7.6394 2.3104
C -0.6480 1.9182 -2.4361
O -1.2901 2.9073 -3.2226
C -0.7385 3.0142 -4.5297
C -1.4837 4.1001 -5.3559
N -3.0488 3.9695 -5.1178
H -3.2728 3.0072 -5.3276
H -3.2064 4.1094 -4.1300
C -4.1110 4.8787 -5.8437
C -3.9405 6.4506 -5.4726
O -3.5052 6.6261 -4.1537
C -3.1266 7.9382 -3.9113
H 0.3961 1.8078 -2.7289
H -1.0817 0.9256 -2.5580
H -0.6709 2.2323 -1.3926
H -0.8140 2.0540 -5.0400
H 0.3253 3.2502 -4.5049
H -1.2922 4.0776 -6.4287
H -1.3467 5.1342 -5.0395
H -5.0695 4.5517 -5.4407
H -3.9830 4.7182 -6.9142
H -4.8183 7.0698 -5.6572
H -3.0614 6.7727 -6.0306
H -4.0427 8.5133 -3.7768
H -2.4786 8.3787 -4.6690
H -2.5989 8.0356 -2.9625
C 4.5190 1.9246 -2.7427
O 5.9464 1.8959 -2.5697
C 6.3066 2.5097 -1.3399
C 6.9035 3.9853 -1.4627
N 8.1059 4.1141 -2.4303
H 8.4578 5.0578 -2.5062
H 8.7877 3.6055 -1.8858
C 8.1657 3.3339 -3.8303
C 9.4766 3.6225 -4.6071
O 10.6744 3.3180 -3.9167
C 11.0418 2.0272 -3.9946
H 3.9282 2.8188 -2.9411
H 3.9342 1.3220 -2.0477
H 4.3324 1.5857 -3.7617
H 7.2281 1.9552 -1.1624
H 5.6336 2.4095 -0.4884
H 7.3770 4.2983 -0.5322
H 6.1268 4.5881 -1.9334
H 7.2610 3.6408 -4.3552
H 8.1525 2.2537 -3.6850
H 9.3461 4.6868 -4.8027
H 9.4879 3.1333 -5.5811
H 10.2494 1.3579 -3.6597
H 11.9250 2.0410 -3.3559
H 11.3603 1.8059 -5.0132
C -10.3596 1.9431 0.7254
O -8.9934 1.3994 0.5765
C -8.8434 0.1602 1.2714
C -7.5537 -0.5268 0.7670
N -6.2664 0.0448 1.4623
H -6.1861 1.0508 1.4226
H -6.1706 -0.1619 2.4463
C -5.0281 -0.5566 0.8531
C -3.7079 -0.3538 1.6977
O -3.9937 -0.9063 3.0392
C -3.0836 -0.3417 4.0334
H -10.3740 2.9143 0.2307
H -10.6517 2.0848 1.7659
H -11.0545 1.2534 0.2464
H -9.6379 -0.5397 1.0126
H -8.7732 0.4166 2.3285
H -7.3960 -0.2815 -0.2833
H -7.5314 -1.5957 0.9794
H -4.9359 -0.1559 -0.1564
H -5.3048 -1.6045 0.7371
H -3.5704 0.7198 1.8263
H -2.8147 -0.7797 1.2405
H -2.9344 0.7265 3.8761
H -2.0956 -0.7869 3.9160
H -3.4914 -0.5098 5.0301
C 2.1419 -3.9194 3.3790
F 3.1710 -3.1912 3.1625
F 2.2838 -5.0547 2.7677
F 1.9744 -4.1863 4.6510
S 0.5472 -3.1099 2.6168
O -0.5530 -4.0978 2.6319
O 0.2833 -1.9987 3.5152
N 0.8653 -2.7924 0.9796
S 1.1484 -1.2605 1.0208
O -0.0167 -0.3910 1.2779
O 2.4068 -0.9813 1.7112
C 1.5079 -1.0637 -0.8501
F 0.4422 -1.5315 -1.5461
F 1.7575 0.2062 -1.1081
F 2.5880 -1.8269 -1.1737
*
```